[1]
{
  "formula": "C4H6INOS",
  "method": "wB97M-V/def2-TZVPD",
  "e_homo_ev": -9.2,
  "relative_energy_kcal_mol": 54.8,
  "charge": 0,
  "orbital_gap_ev": 8.85,
  "lumo_energy_ev": -0.376,
  "elements": ["C", "C", "C", "C", "N", "O", "S", "I", "H", "H", "H", "H", "H", "H"],
  "coordinates": [[-0.595, 1.285, -1.089], [-0.037, -0.605, 0.491], [0.011, 0.493, 1.558], [-0.999, -0.089, -0.747], [-0.828, 1.879, -2.173], [1.596, 2.227, 0.174], [0.175, 2.127, 0.486], [-3.063, -0.154, -0.088], [0.908, -0.773, -0.111], [-0.297, -1.691, 0.703], [-0.962, 0.548, 2.188], [0.889, 0.281, 2.293], [-1.060, -0.805, -1.553], [-0.421, 2.803, -2.169]],
  "forces_ev_per_angstrom": [[-0.66, 0.54, 0.95], [-0.66, -0.94, -3.35], [-0.36, -0.47, 0.69], [0.41, -1.51, 2.36], [0.67, -0.66, 0.47], [1.37, 0.48, -0.33], [-0.90, -1.78, 0.59], [0.00, 0.26, 0.06], [-0.37, 0.75, 1.16], [-0.15, 1.57, 0.54], [1.53, -0.04, -1.25], [-1.34, 1.08, -1.46], [0.48, 0.11, -0.35], [-0.03, 0.59, -0.08]]
}

---

[2]
{
  "formula": "C24H37ClMnN2O2",
  "method": "wB97M-V/def2-TZVPD",
  "e_homo_ev": [-2.0, -0.4],
  "spin_multiplicity": 5,
  "charge": -1,
  "orbital_gap_ev": [4.78, 3.21],
  "s2": 6.2129,
  "lumo_energy_ev": [2.762, 2.799],
  "elements": ["Mn", "Cl", "N", "N", "C", "C", "C", "C", "C", "C", "H", "H", "H", "H", "H", "H", "C", "C", "C", "C", "H", "H", "H", "H", "H", "H", "O", "H", "H", "O", "H", "H", "C", "C", "C", "H", "H", "C", "C", "H", "C", "C", "C", "C", "H", "C", "H", "H", "H", "H", "H", "H", "H", "H", "C", "C", "C", "C", "H", "H", "H", "H", "H", "H", "H", "H", "H"],
  "coordinates": [[0.091, -0.148, 0.004], [2.089, -0.370, -1.076], [0.317, 2.070, 0.107], [0.188, -2.465, 0.472], [-0.523, 2.847, -0.525], [-0.425, -3.169, -0.436], [1.437, 2.939, 0.563], [0.817, 4.323, 0.561], [2.584, 2.924, -0.440], [1.944, 2.472, 1.906], [2.281, 3.416, -1.380], [2.876, 1.888, -0.666], [3.446, 3.471, -0.017], [1.118, 2.435, 2.634], [2.714, 3.170, 2.276], [2.412, 1.475, 1.821], [1.183, -3.363, 1.130], [0.971, -4.718, 0.442], [0.949, -3.431, 2.635], [2.602, -2.875, 0.903], [2.774, -2.672, -0.166], [3.338, -3.623, 1.272], [2.785, -1.930, 1.446], [-0.087, -3.746, 2.838], [1.125, -2.440, 3.090], [1.654, -4.148, 3.101], [-0.043, -4.446, -0.526], [0.619, -5.518, 1.125], [1.857, -5.084, -0.106], [-0.318, 4.149, -0.354], [1.444, 5.141, 0.172], [0.409, 4.602, 1.540], [-1.635, 2.338, -1.371], [-1.495, -2.633, -1.315], [-1.123, -1.363, -2.062], [-2.308, -2.367, -0.632], [-1.838, -3.436, -1.979], [-1.131, -0.125, -1.432], [-1.206, 1.093, -2.100], [-0.874, -0.079, 1.195], [-0.789, 1.084, -3.449], [-0.515, -0.142, -4.084], [-0.526, 2.393, -4.149], [-0.723, -1.359, -3.420], [-0.100, -0.147, -5.100], [-0.427, -2.680, -4.092], [-0.046, -2.506, -5.120], [-1.337, -3.309, -4.147], [0.338, -3.265, -3.539], [-1.429, 3.033, -4.154], [-0.206, 2.212, -5.196], [0.277, 2.976, -3.650], [-1.970, 3.148, -2.019], [-2.434, 2.084, -0.680], [-2.937, 0.704, 2.153], [-1.552, 1.022, 2.690], [-1.544, 1.407, 4.151], [-0.691, -0.177, 2.304], [-3.275, -0.267, 2.544], [-2.947, 0.605, 1.059], [-3.661, 1.484, 2.410], [-1.147, 1.871, 2.124], [-1.877, 0.566, 4.763], [-0.545, 1.705, 4.479], [-2.222, 2.252, 4.286], [0.338, -0.120, 2.638], [-1.070, -1.182, 2.548]],
  "forces_ev_per_angstrom": [[2.17, -0.33, -0.72], [1.25, -0.08, -0.61], [-0.44, 1.53, -1.02], [-0.40, -1.37, -0.69], [1.77, -1.74, 1.63], [1.45, 1.51, 1.97], [0.22, -0.34, -0.12], [-0.97, 0.04, -0.08], [0.29, -0.23, -0.43], [0.15, 0.04, 0.60], [0.10, -0.20, 0.24], [-0.08, 0.37, 0.04], [-0.27, -0.10, -0.16], [0.30, -0.07, -0.13], [-0.21, -0.18, -0.01], [-0.31, 0.33, -0.04], [0.28, 0.36, 0.23], [-0.04, -0.18, -0.05], [-0.20, 0.01, 0.29], [0.72, 0.28, -0.19], [0.02, -0.10, 0.49], [-0.43, 0.26, -0.16], [-0.11, -0.34, -0.33], [0.29, 0.08, 0.11], [-0.18, -0.43, -0.19], [-0.36, 0.28, -0.22], [-0.59, -1.18, -0.90], [0.06, 0.41, -0.33], [-0.27, 0.19, 0.28], [0.10, 1.49, -0.30], [-0.19, -0.44, 0.09], [-0.04, 0.03, -0.09], [0.53, 0.31, 0.04], [-0.07, -0.15, -0.23], [0.43, 0.22, -2.54], [-0.07, -0.01, -0.09], [0.08, 0.15, 0.07], [-2.11, 0.03, 2.06], [0.29, -0.54, -2.65], [-1.48, -0.41, 1.52], [-0.26, 0.45, 0.79], [0.17, -0.03, 0.09], [0.04, 0.24, -0.57], [-0.19, -0.67, 0.84], [-0.21, 0.03, 0.35], [0.08, -0.12, -0.53], [-0.23, -0.22, 0.47], [0.39, 0.20, -0.11], [-0.35, 0.35, -0.24], [0.36, -0.19, -0.15], [-0.21, 0.21, 0.49], [-0.34, -0.33, -0.19], [-0.03, -0.01, -0.05], [-0.31, -0.10, 0.05], [-0.62, 0.17, -0.05], [0.13, -0.39, -0.13], [-0.13, -0.08, -0.01], [0.07, 0.22, 0.37], [-0.09, 0.26, 0.10], [0.25, -0.03, 0.21], [-0.08, -0.09, 0.11], [-0.11, -0.07, 0.03], [-0.05, 0.06, 0.16], [-0.02, -0.06, 0.03], [-0.02, 0.02, 0.27], [0.25, 0.18, 0.08], [-0.19, 0.49, 0.18]]
}

---

[3]
{
  "formula": "C4H4N3O4",
  "method": "wB97M-V/def2-TZVPD",
  "e_homo_ev": -13.8,
  "relative_energy_kcal_mol": 115.1,
  "charge": 1,
  "orbital_gap_ev": 9.49,
  "lumo_energy_ev": -4.345,
  "elements": ["C", "C", "C", "C", "N", "N", "N", "O", "O", "O", "O", "H", "H", "H", "H"],
  "coordinates": [[2.003, 1.157, -0.046], [0.901, 0.399, -0.317], [2.467, -0.314, -1.599], [-0.429, 0.558, 0.285], [2.962, 0.682, -0.860], [1.189, -0.603, -1.251], [-1.180, -0.562, 0.388], [-0.812, 1.620, 0.710], [3.655, -0.492, -2.263], [4.174, 0.521, -1.492], [-2.486, -0.344, 0.971], [1.843, 2.085, 0.485], [0.532, -1.350, -1.347], [-1.080, -1.425, -0.122], [-2.679, 0.607, 1.031]],
  "forces_ev_per_angstrom": [[-2.19, 1.90, 1.27], [0.89, -0.45, 0.06], [-0.16, 0.03, 1.13], [-0.82, -0.37, 0.29], [-2.04, -2.73, -2.30], [1.66, 1.32, 0.07], [-1.69, 1.56, 1.03], [0.30, 0.51, 0.10], [-1.73, -2.24, -1.10], [2.94, 2.69, 1.18], [1.17, -1.73, -0.78], [0.98, -0.03, 0.23], [0.38, -0.66, -1.08], [-0.56, 0.01, 0.27], [0.85, 0.19, -0.38]]
}

---

[4]
{
  "formula": "C9H28O9S2",
  "method": "wB97M-V/def2-TZVPD",
  "e_homo_ev": -9.7,
  "relative_energy_kcal_mol": 0.0,
  "charge": 0,
  "orbital_gap_ev": 10.10,
  "lumo_energy_ev": 0.372,
  "elements": ["C", "C", "O", "S", "C", "O", "O", "H", "H", "H", "H", "H", "H", "H", "H", "C", "C", "O", "S", "C", "O", "O", "H", "H", "H", "H", "H", "H", "H", "H", "C", "O", "H", "H", "H", "H", "C", "O", "H", "H", "H", "H", "C", "O", "H", "H", "H", "H"],
  "coordinates": [[6.738, -0.303, -4.885], [6.739, 0.062, -3.406], [5.752, -0.658, -2.634], [4.223, -0.453, -2.970], [3.631, -0.111, -1.363], [4.085, 0.747, -3.742], [3.716, -1.688, -3.450], [5.928, 0.179, -5.427], [6.701, -1.382, -5.027], [7.656, 0.064, -5.353], [7.678, -0.295, -2.987], [6.631, 1.131, -3.237], [3.809, -0.929, -0.671], [2.561, 0.062, -1.455], [4.158, 0.783, -1.044], [-2.464, -0.566, 5.725], [-3.570, -0.112, 4.797], [-3.025, -0.046, 3.468], [-3.593, 1.058, 2.486], [-3.004, 2.583, 3.181], [-2.908, 0.791, 1.272], [-5.014, 1.057, 2.518], [-2.746, -0.474, 6.773], [-1.552, 0.005, 5.547], [-2.223, -1.615, 5.542], [-4.402, -0.814, 4.822], [-3.926, 0.862, 5.140], [-1.960, 2.472, 3.453], [-3.641, 2.804, 4.032], [-3.166, 3.309, 2.387], [-0.619, -0.252, -0.908], [-0.265, 0.717, 0.078], [-1.658, -0.101, -1.195], [0.015, -0.082, -1.779], [-0.485, -1.275, -0.545], [-1.085, 1.043, 0.460], [-2.504, 1.116, -3.924], [-2.184, 1.837, -2.735], [-1.942, 1.482, -4.782], [-2.351, 0.051, -3.754], [-3.560, 1.272, -4.154], [-1.452, 2.433, -2.909], [-2.686, -3.063, 2.198], [-1.439, -2.435, 1.942], [-2.470, -3.959, 2.779], [-3.376, -2.431, 2.757], [-3.155, -3.365, 1.257], [-1.593, -1.509, 1.727]],
  "forces_ev_per_angstrom": [[0.01, 0.42, -0.12], [0.50, -0.41, -0.47], [0.25, -0.03, -0.05], [0.18, 0.44, 0.15], [-0.22, 0.04, 0.27], [-0.08, 0.01, -0.15], [-0.35, -0.44, -0.21], [-0.19, -0.18, 0.10], [-0.07, -0.02, 0.06], [0.08, -0.05, 0.19], [-0.04, 0.19, 0.24], [-0.06, -0.01, -0.02], [0.10, -0.13, -0.14], [0.00, 0.11, 0.07], [-0.16, 0.08, 0.12], [0.26, -0.46, -0.21], [0.14, -0.07, 0.93], [-0.09, 0.28, 0.05], [0.09, -0.10, 0.49], [-0.42, -0.48, -0.18], [0.42, -0.02, -0.74], [-0.37, 0.07, 0.14], [-0.13, 0.10, -0.03], [-0.05, 0.11, 0.06], [0.03, 0.05, -0.02], [-0.09, 0.08, -0.22], [-0.11, 0.05, -0.32], [0.07, 0.10, -0.07], [0.12, 0.17, 0.06], [0.14, 0.15, 0.09], [-0.13, 0.30, 0.16], [0.17, -0.11, 0.01], [0.02, -0.15, -0.19], [-0.04, -0.13, -0.08], [0.09, 0.04, 0.05], [-0.02, -0.07, 0.03], [-0.34, 0.40, 0.23], [-0.04, 0.07, -0.14], [0.18, -0.23, -0.02], [0.20, -0.06, -0.15], [-0.01, -0.04, 0.05], [-0.01, -0.09, 0.01], [0.25, -0.15, -0.29], [-0.03, 0.11, 0.20], [-0.07, -0.01, 0.02], [0.01, 0.04, 0.03], [-0.14, -0.01, 0.07], [-0.04, 0.03, -0.04]]
}

---

[5]
{
  "formula": "C4H5NO5S2",
  "method": "wB97M-V/def2-TZVPD",
  "e_homo_ev": -8.9,
  "relative_energy_kcal_mol": 0.0,
  "charge": 0,
  "orbital_gap_ev": 8.51,
  "lumo_energy_ev": -0.406,
  "elements": ["C", "C", "C", "C", "N", "O", "O", "O", "O", "O", "S", "S", "H", "H", "H", "H", "H"],
  "coordinates": [[-0.358, -0.606, 0.444], [-0.480, 0.966, 0.463], [1.925, -0.355, 0.088], [1.586, 0.986, -0.495], [0.847, -1.240, 0.229], [-2.017, -2.034, -0.953], [-2.334, -1.980, 1.510], [-2.091, 2.503, -0.555], [-2.781, 0.032, 0.159], [0.660, 1.687, 0.426], [-1.937, -1.329, 0.335], [-2.256, 1.615, 0.522], [2.767, -0.829, -0.519], [2.380, -0.265, 1.048], [2.328, 1.793, -0.712], [0.966, 0.804, -1.385], [0.793, -1.749, -0.606]],
  "forces_ev_per_angstrom": [[-1.13, 7.45, 0.31], [0.48, -7.01, 1.16], [3.87, 0.49, -0.26], [-1.23, 1.55, -0.26], [-1.68, -0.37, 0.13], [0.09, 1.06, 2.20], [-0.47, -0.53, 1.35], [-0.89, 1.87, -2.71], [-0.26, 0.23, 0.03], [-1.18, -0.38, -0.51], [0.77, -0.52, -4.12], [2.64, -2.14, 2.33], [-1.28, 0.44, 0.48], [0.41, 0.59, 0.86], [-0.09, -1.35, 0.33], [0.42, 0.21, -0.14], [-0.47, -1.61, -1.20]]
}

---

Result set for F_max: 0.0688 0.0576 0.0809 0.0184 0.1467 hartree/bohr, one per record in the order listed.